Entry 1:
Computed, not measured: a cluster of 2 separate species, C2HF4P in total at a distorted geometry, with ωB97M-V/def2-TZVPD.

Output
Multiplicity: 3
E_LUMO (spin up / spin down), eV: -0.48 / -4.65
HOMO energy (spin up / spin down), eV: -8.62 / -10.46
HOMO-LUMO gap (spin up / spin down), eV: 8.13 / 5.81

Last column: Löwdin spin population.
Element x y z (Å)
C -1.001 0.396 0.612  0.684
C 1.089 -0.570 -0.419  0.176
F -2.658 1.634 0.014  0.874
F 1.290 -0.344 0.907  0.053
F 2.129 -0.089 -1.136  0.039
F 0.952 -1.929 -0.622  0.025
P -0.579 0.426 -0.944  0.112
H -1.222 0.476 1.589  0.037

Entry 2:
Computed, not measured: a structure of composition C15H29AgF3O8SSi at a distorted geometry, with ωB97M-V/def2-TZVPD.

Output
Multiplicity: 2
E_LUMO (spin up / spin down), eV: -7.23 / -10.67
Charge: +2
HOMO energy (spin up / spin down), eV: -16.10 / -16.02
HOMO-LUMO gap (spin up / spin down), eV: 8.87 / 5.35

Last column: Löwdin spin population.
Element x y z (Å)
C 0.414 5.661 -3.014  0.004
C -0.517 4.648 -2.312  0.031
O -0.417 4.849 -0.873  0.377
C -1.426 4.211 -0.202  0.124
C -1.089 4.037 1.328  0.050
O -1.040 2.647 1.539  0.271
C -2.354 2.170 1.873  0.017
C -2.306 0.604 1.846  0.000
O -1.324 0.224 0.886  0.001
C -1.034 -1.170 0.978  0.000
C 0.464 -1.444 0.881  0.000
C 0.687 -2.908 1.365  0.000
C 0.648 -3.151 2.906  0.000
O 0.223 -2.076 3.682  0.000
C 1.968 -3.747 3.461  0.000
F 2.811 -2.829 3.889  0.000
F 2.542 -4.609 2.612  0.000
F 1.627 -4.466 4.537  0.000
O 1.176 -0.382 1.608  0.000
S 2.702 -0.395 1.076  0.000
O 3.617 -1.172 1.832  0.000
O 3.207 0.869 0.751  0.000
O 2.543 -1.289 -0.352  0.000
C 1.085 -1.251 -0.537  0.000
Si 0.277 -1.996 -2.098  0.000
C 1.342 -1.603 -3.617  0.000
C -0.034 -3.855 -2.065  0.000
C -1.397 -1.154 -2.423  0.000
H 0.938 5.136 -3.817  0.000
H -0.209 6.414 -3.504  0.001
H 1.105 6.114 -2.303  0.000
H -0.273 3.604 -2.551  0.014
H -1.556 4.873 -2.585  0.012
H -2.349 4.832 -0.241  0.065
H -1.631 3.226 -0.655  0.009
H -0.142 4.516 1.595  0.006
H -1.884 4.436 1.966  0.002
H -3.134 2.558 1.205  0.007
H -2.549 2.446 2.918  0.009
H -3.268 0.176 1.542  0.000
H -2.019 0.301 2.862  0.000
H -1.443 -1.512 1.938  0.000
H -1.606 -1.715 0.209  0.000
H 1.608 -3.304 0.907  0.000
H -0.117 -3.497 0.908  0.000
H -0.086 -3.945 3.080  0.000
H 0.918 -1.409 3.784  0.000
H 0.912 -0.163 -0.674  0.000
H 1.781 -0.597 -3.577  0.000
H 0.718 -1.631 -4.519  0.000
H 2.141 -2.340 -3.773  0.000
H -0.610 -4.093 -2.972  0.000
H 0.891 -4.444 -2.148  0.000
H -0.662 -4.167 -1.224  0.000
H -1.457 -0.934 -3.496  0.000
H -2.238 -1.824 -2.212  0.000
H -1.499 -0.192 -1.904  0.000
Ag 3.326 -3.285 -0.320  0.000